(1)
Here is a 6-piece molecular cluster, C27H71N5O9 overall at a distorted geometry from the Open Molecules 2025 dataset. Energies are from ωB97M-V/def2-TZVPD.

Computed properties:
Orbital gap (alpha / beta) in eV: 7.37 / 2.27
⟨S²⟩: 0.75
Lowest unoccupied orbital energy (alpha / beta) in eV: -2.667 / -7.767
Highest occupied orbital energy (alpha / beta) in eV: -10.034 / -10.034
Max |F| in hartree/bohr: 0.0595
Total energy in Eh: -2021.6898

The geometry in ORCA input format:
```
! wB97M-V def2-TZVPD RIJCOSX def2/J DEFGRID3
* xyz 1 2
C 27.3423 12.4419 19.2450
O 26.6925 12.0623 20.4756
C 25.4317 12.7384 20.7422
C 24.8206 12.1337 22.0155
N 24.5853 10.7248 21.8802
C 24.4421 10.0906 23.1716
C 24.5761 8.5820 23.0321
O 25.9131 8.3309 22.5789
C 25.9999 6.8918 22.3209
H 28.1787 11.7708 19.0500
H 27.8865 13.3843 19.3078
H 26.7222 12.4183 18.3489
H 24.8105 12.4150 19.9070
H 25.5300 13.8200 20.8349
H 23.9530 12.7483 22.2556
H 25.6290 12.3203 22.7224
H 25.4354 10.3867 21.4523
H 23.4611 10.3432 23.5740
H 25.1926 10.3449 23.9201
H 23.8003 8.2630 22.3361
H 24.4112 8.1171 24.0041
H 25.7032 6.2443 23.1460
H 27.0356 6.6549 22.0774
H 25.4145 6.5546 21.4655
C 35.9590 12.1046 19.8321
O 34.7576 11.3172 19.6537
C 34.9995 10.3199 18.7252
C 33.6580 9.7045 18.2903
N 32.7322 10.7351 17.8208
C 31.4626 10.2459 17.3772
C 30.6677 11.4367 16.7434
O 29.6909 11.0511 15.8214
C 28.3977 10.7975 16.3788
H 36.2914 12.7226 18.9981
H 36.8372 11.4951 20.0449
H 35.9262 12.8402 20.6358
H 35.7408 9.6311 19.1305
H 35.5097 10.7602 17.8686
H 33.2246 9.1161 19.0990
H 33.8458 9.1020 17.4016
H 32.6687 11.5821 18.3674
H 30.8688 9.9128 18.2284
H 31.6564 9.3562 16.7780
H 31.3776 12.0322 16.1694
H 30.3032 12.1145 17.5154
H 27.8247 11.7231 16.3245
H 28.3221 10.4075 17.3938
H 27.9936 10.0625 15.6827
C 27.5193 10.9157 12.6058
O 27.0934 12.2255 12.2552
C 25.8019 12.5781 12.8305
C 25.0799 13.7905 12.1416
N 25.8421 15.0060 12.3832
C 25.4092 16.0807 11.4240
C 26.0120 17.4831 11.7730
O 25.2142 18.3728 12.5129
C 25.1872 18.0150 13.8255
H 28.5461 10.7902 12.2622
H 26.9354 10.2222 12.0007
H 27.4324 10.6477 13.6587
H 25.7360 12.7438 13.9058
H 25.1741 11.6911 12.7464
H 24.0812 13.8986 12.5645
H 24.9750 13.5619 11.0810
H 26.8003 14.7875 12.1505
H 24.3240 16.1064 11.3260
H 25.9216 15.8090 10.5011
H 26.0976 18.0133 10.8245
H 27.0108 17.3684 12.1941
H 24.8467 16.9917 13.9831
H 24.5606 18.7009 14.3955
H 26.1817 17.9848 14.2707
C 27.4350 14.8976 15.4055
O 26.0286 15.0433 15.0779
H 27.8992 14.0678 14.8726
H 28.0216 15.7934 15.2018
H 27.4320 14.6263 16.4612
H 25.9892 15.0806 14.1195
C 23.0900 16.0276 17.5221
C 22.8045 14.6850 16.8307
C 22.1535 14.8146 15.3767
O 21.4989 13.6547 14.9349
C 20.3243 13.3292 15.6151
N 24.0661 13.9557 16.7722
H 23.7747 16.5776 16.8765
H 23.5563 15.9284 18.5024
H 22.1717 16.6124 17.5743
H 22.1177 14.1664 17.4997
H 22.9433 15.0697 14.6701
H 21.5001 15.6867 15.3534
H 19.9931 12.4013 15.1490
H 19.6133 14.1403 15.4574
H 20.4655 13.1374 16.6788
H 24.6735 14.5911 16.2746
H 23.9158 13.1376 16.1993
C 29.3073 18.8654 15.3570
C 30.3173 19.8609 15.9702
C 30.4725 21.1464 15.1619
O 30.9057 20.9649 13.7979
C 30.7149 22.0485 12.9146
N 29.7874 20.1682 17.2916
H 28.3218 19.2164 15.6631
H 29.3874 17.8358 15.7057
H 29.3816 18.9193 14.2708
H 31.2931 19.3873 16.0784
H 31.2490 21.6947 15.6952
H 29.5816 21.7707 15.2297
H 31.1386 21.7256 11.9636
H 31.2147 22.9679 13.2196
H 29.6432 22.1926 12.7774
H 29.8358 19.2960 17.7986
H 30.4635 20.7662 17.7447
*
```

(2)
Here is one molecule with the formula C5H10N2 from the Open Molecules 2025 dataset. Energies are from ωB97M-V/def2-TZVPD.

Computed properties:
Orbital gap in eV: 7.91
Energy relative to the best compared isomer or geometry (same formula, charge and spin) in eV: 5.353
Lowest unoccupied orbital energy in eV: 0.739
Highest occupied orbital energy in eV: -7.174
Max |F| in hartree/bohr: 0.0061
Total energy in Eh: -305.8271

The geometry in ORCA input format:
```
! wB97M-V def2-TZVPD RIJCOSX def2/J DEFGRID3
* xyz 0 1
C -2.4960 0.3641 0.0677
C -1.3951 -0.3295 -0.6709
N -0.3309 0.3083 -1.0791
C 0.7368 -0.6881 -1.1507
C 1.5406 -0.7405 0.1272
C 1.9843 0.4430 0.9103
N 0.9610 -0.4668 1.4403
H -3.4694 0.1640 -0.3891
H -2.3562 1.4461 0.1891
H -2.5265 -0.0931 1.0652
H -0.6230 -1.4004 -0.8645
H -0.2431 1.3219 -1.1350
H 1.3849 -0.5535 -2.0241
H 2.1938 -1.6125 0.1469
H 2.9250 0.4462 1.4576
H 1.6713 1.4274 0.5574
H 0.0426 -0.0365 1.3518
*
```